[1]
Entry from OMol25: a structure of composition C5H8O2S at a distorted geometry (ωB97M-V/def2-TZVPD).

Geometry as ORCA input:
```
! RIJCOSX wB97M-V def2-TZVPD def2/J DEFGRID3
* xyz 0 1
C -1.2447 -0.2075 1.0640
C 0.0049 -0.6173 1.7055
C 0.0348 -0.1015 0.2791
C 0.2997 -0.9909 -0.9406
C 1.0891 1.1643 -1.3546
H -2.1465 1.7733 -0.1858
H -1.7569 -1.1993 1.0261
H 0.1982 -1.8182 1.3517
H 0.4543 -0.1416 2.7116
H -0.4502 -1.5801 -1.3645
H 1.1920 -1.7431 -0.5906
H 2.2587 0.8978 -1.2755
H 0.8063 1.9780 -1.9554
O 0.7537 -0.0867 -2.0107
O 0.4267 1.2273 -0.0588
S -1.9203 1.4454 1.5984
*
```

Computed properties:
HOMO-LUMO gap	8.9	eV
relative energy (zero: lowest compared OMol25 entry of this formula, charge and spin)	134.5	kcal/mol
F_max	5.14	eV/A

---

[2]
Entry from OMol25: a cluster of 2 separate species, C5H8O2S in total at a distorted geometry (ωB97M-V/def2-TZVPD).

Geometry as ORCA input:
```
! RIJCOSX wB97M-V def2-TZVPD def2/J DEFGRID3
* xyz 0 1
C -0.4931 0.0850 -0.4287
C 0.5198 0.4263 -1.3509
C 1.1893 0.3209 1.1161
C -0.2275 0.9607 0.9623
C -0.2500 -1.2158 0.1949
H -2.2473 -0.9497 -0.8296
H 0.9152 -0.2657 -2.1574
H 0.1784 1.3349 -1.6966
H 1.8220 0.3009 2.1130
H -0.9634 0.5306 1.7892
H -0.4067 2.0257 0.5763
H -1.3735 -1.3828 0.7176
H 0.1555 -2.1491 -0.3283
O -1.6956 0.3128 -1.1484
O 0.8825 -1.0940 0.9818
S 1.9944 0.7592 -0.5114
*
```

Computed properties:
HOMO-LUMO gap	8.3	eV
relative energy (zero: lowest compared OMol25 entry of this formula, charge and spin)	124.4	kcal/mol
F_max	7.18	eV/A

---

[3]
Entry from OMol25: a structure of composition C5H8O2Tl at a distorted geometry (ωB97M-V/def2-TZVPD).

Geometry as ORCA input:
```
! RIJCOSX wB97M-V def2-TZVPD def2/J DEFGRID3
* xyz 2 2
O -0.4452 -0.7923 -1.0942
C -0.8253 0.4371 -1.0823
Tl 0.3464 2.3247 -1.0549
O -2.1106 0.5896 -0.9763
C -3.0297 -0.4647 -0.9121
C -4.3106 -0.1723 -0.7499
H -5.0378 -0.9825 -0.7354
H -2.6180 -1.4682 -0.9874
H -4.6594 0.8567 -0.6637
H 0.5558 -0.9019 -1.3060
C 1.5462 -0.9249 1.1565
H 1.5984 0.1561 1.3078
H 0.8808 -1.5099 1.7955
C 2.2910 -1.5241 0.2031
H 3.0468 -0.9590 -0.3484
H 2.3217 -2.6137 0.1285
*
```

Computed properties:
HOMO-LUMO gap (alpha / beta)	7.1 / 4.1	eV
<S²>	0.762
F_max	5.94	eV/A

---

[4]
Entry from OMol25: a structure of composition C5H8O2Tm at a distorted geometry (ωB97M-V/def2-TZVPD).

Geometry as ORCA input:
```
! RIJCOSX wB97M-V def2-TZVPD def2/J DEFGRID3
* xyz 2 4
O -1.2299 0.3948 -0.7478
Tm -0.8839 3.2713 -0.0187
C -0.1586 0.7990 -0.0659
O 0.8344 0.0393 -0.1058
C -1.9998 -0.7385 -0.2737
C -3.4600 -0.3884 -0.4061
H -1.7171 -1.5944 -0.8989
H -1.7215 -0.9448 0.7674
H -3.6574 0.1379 -1.3491
H -4.0472 -1.3160 -0.3908
H -3.7866 0.2513 0.4244
C 3.9341 0.1878 0.4674
C 5.1647 0.0240 0.5119
H 4.4757 -0.6414 1.3247
H 2.0090 0.4472 0.1621
H 6.2441 0.0712 0.5988
*
```

Computed properties:
HOMO-LUMO gap (alpha / beta)	4.7 / 7.1	eV
<S²>	3.758
F_max	6.21	eV/A

---

[5]
Entry from OMol25: an isolated molecule of C5H8O3 at a distorted geometry (ωB97M-V/def2-TZVPD).

Geometry as ORCA input:
```
! RIJCOSX wB97M-V def2-TZVPD def2/J DEFGRID3
* xyz 0 1
O -0.4643 0.4654 1.3907
C -0.9747 0.1016 0.2860
C -2.4308 -0.4858 0.3264
O -3.1686 -0.0816 1.5671
O -0.3967 -0.0061 -0.8131
C 1.0352 0.0551 -1.1747
C 2.0640 -0.2489 -0.0865
C 2.0693 1.0731 -0.5811
H -3.2521 -0.0406 -0.5017
H -2.1687 -1.6873 0.2818
H -2.4955 -0.5073 2.4638
H 1.2737 -0.4699 -2.2051
H 2.8628 -1.0735 -0.2917
H 1.4580 -0.5510 0.8134
H 1.8053 2.0819 -0.0962
H 2.7831 1.3747 -1.3792
*
```

Computed properties:
HOMO-LUMO gap	10.7	eV
relative energy (zero: lowest compared OMol25 entry of this formula, charge and spin)	109.9	kcal/mol
F_max	6.97	eV/A

---

[6]
Entry from OMol25: an isolated molecule of C5H8O3 at a distorted geometry (ωB97M-V/def2-TZVPD).

Geometry as ORCA input:
```
! RIJCOSX wB97M-V def2-TZVPD def2/J DEFGRID3
* xyz 0 1
C 2.0442 -1.0209 -0.4686
O 0.7290 -0.6078 -0.7986
C -0.0948 -0.5178 0.3172
O 0.3917 0.3862 1.2814
C -0.3762 1.5143 1.1589
C -1.4427 1.4294 0.3799
C -1.4905 0.0064 -0.1345
O -1.6496 -0.1753 -1.5149
H 2.6726 -0.8930 -1.3898
H 2.0680 -2.0929 -0.1619
H 2.5306 -0.3710 0.2941
H -0.1582 -1.5099 0.7781
H 0.0424 2.3552 1.7182
H -2.1696 2.1671 0.1191
H -2.3233 -0.5656 0.3302
H -0.7736 -0.1044 -1.9089
*
```

Computed properties:
HOMO-LUMO gap	10.0	eV
relative energy (zero: lowest compared OMol25 entry of this formula, charge and spin)	42.7	kcal/mol
F_max	1.50	eV/A

---

[7]
Entry from OMol25: a structure of composition C5H8O3Pb at a distorted geometry (ωB97M-V/def2-TZVPD).

Geometry as ORCA input:
```
! RIJCOSX wB97M-V def2-TZVPD def2/J DEFGRID3
* xyz 2 1
H -0.7574 0.5036 1.4030
O 0.9235 -0.3111 0.0873
C 0.2253 0.8822 0.5250
O 0.8755 1.9334 0.6541
Pb 2.9432 1.8898 0.4473
O -0.9006 0.9288 -0.3915
C -2.0095 0.6669 0.2992
C 2.2059 -0.2398 -0.0101
C 2.8289 -1.5068 -0.3909
H 2.1509 -2.3680 -0.3864
H 3.2625 -1.3535 -1.3953
H 3.6904 -1.6727 0.2746
C -3.0638 -0.0809 -0.4038
H -2.3226 1.5044 0.9404
H -2.7713 -0.3445 -1.4254
H -3.9682 0.5458 -0.4113
H -3.3128 -0.9776 0.1836
*
```

Computed properties:
HOMO-LUMO gap	8.4	eV
F_max	5.71	eV/A

---

[8]
Entry from OMol25: an isolated molecule of C5H8O5 at a distorted geometry (ωB97M-V/def2-TZVPD).

Geometry as ORCA input:
```
! RIJCOSX wB97M-V def2-TZVPD def2/J DEFGRID3
* xyz 0 1
O 2.6185 5.8093 0.3674
C 2.0071 4.9764 -0.5640
C 1.8094 3.5213 -0.2485
O 2.1212 3.1670 1.0740
C 1.0505 3.4734 1.8955
O 1.3393 3.6939 3.1731
O 0.2255 2.0616 2.1860
C 0.1706 4.5501 1.1997
O 0.2564 5.8140 1.7913
C 0.6279 4.4543 -0.2481
H 3.5029 5.4861 0.5660
H 2.1985 5.2265 -1.6103
H 1.9757 2.7353 -0.9842
H 0.7171 2.8096 3.6050
H -0.6675 2.2608 2.4866
H -0.8777 4.2350 1.2799
H 1.1529 6.1453 1.6392
H -0.1217 4.4338 -1.0373
*
```

Computed properties:
HOMO-LUMO gap	10.7	eV
relative energy (zero: lowest compared OMol25 entry of this formula, charge and spin)	81.3	kcal/mol
F_max	4.73	eV/A

---

no.,total energy (eV)
1,-20239.0961
2,-20239.5329
3,-14079.6367
4,-38912.0981
5,-11452.7515
6,-11455.6673
7,-16682.1940
8,-15549.2444